[1]
A structure of composition C27H35BrF5MoO6PS5Sb, computed with ωB97M-V/def2-TZVPD.

The geometry in ORCA input format:
```
! RIJCOSX wB97M-V def2-TZVPD def2/J DEFGRID3
* xyz -2 2
Mo -0.748 1.179 1.588
S -1.237 6.096 2.779
Sb -1.616 4.663 1.090
S -2.491 2.619 2.173
S 0.546 3.151 0.853
C 4.082 -5.586 -0.121
C 3.871 -4.905 1.231
C 5.219 -4.347 1.708
C 3.384 -5.963 2.230
C 2.859 -3.764 1.146
C 2.483 -3.076 2.292
C 1.620 -2.003 2.216
Br 1.201 -1.202 3.882
C 1.081 -1.508 1.008
O 0.398 -0.378 0.978
C 1.365 -2.283 -0.147
C 2.268 -3.345 -0.033
C 0.781 -2.090 -1.564
C -0.312 -1.034 -1.670
C 1.908 -1.687 -2.529
C 0.150 -3.413 -2.040
H 4.798 -6.405 -0.010
H 4.480 -4.892 -0.863
H 3.151 -6.003 -0.510
H 5.959 -5.148 1.797
H 5.121 -3.863 2.681
H 5.597 -3.603 1.004
H 4.087 -6.800 2.270
H 2.405 -6.348 1.938
H 3.295 -5.554 3.237
H 2.866 -3.354 3.266
H 2.514 -3.871 -0.943
H 0.085 -0.047 -1.465
H -1.139 -1.221 -0.985
H -0.708 -1.024 -2.688
H 2.389 -0.769 -2.188
H 1.493 -1.499 -3.522
H 2.674 -2.460 -2.620
H -0.674 -3.698 -1.381
H 0.855 -4.244 -2.075
H -0.254 -3.274 -3.045
O -2.269 0.134 0.492
C -2.509 -0.622 1.475
O -1.867 -0.447 2.539
H -3.263 -1.411 1.389
F 1.227 2.032 8.566
C 0.947 1.913 7.258
C 1.901 2.234 6.310
F 3.109 2.661 6.701
C 1.606 2.114 4.965
F 2.544 2.423 4.069
C 0.358 1.664 4.529
O 0.119 1.555 3.248
C -0.589 1.343 5.502
F -1.789 0.889 5.152
C -0.295 1.469 6.851
F -1.218 1.152 7.769
C -4.788 2.933 -1.980
C -3.751 2.107 -2.722
C -4.207 0.661 -2.868
O -3.544 2.726 -3.985
P -2.240 2.145 -4.914
S -2.954 2.238 -6.798
S -0.455 2.112 -0.582
O -1.180 3.432 -4.667
C -1.426 4.825 -4.523
C -1.721 5.177 -3.069
C -2.493 5.379 -5.455
H -4.933 2.550 -0.967
H -5.740 2.901 -2.517
H -4.470 3.975 -1.914
H -2.820 2.133 -2.143
H -5.099 0.625 -3.499
H -4.439 0.240 -1.886
H -3.434 0.053 -3.337
H -0.467 5.291 -4.787
H -2.702 4.801 -2.780
H -1.703 6.262 -2.932
H -0.975 4.731 -2.408
H -3.465 4.940 -5.233
H -2.263 5.147 -6.493
H -2.549 6.466 -5.323
*
```

The calculation puts the energy at -7215.627873 a.u. Its expectation value of S² is 0.7670. The LUMO energy (spin up / spin down) is 2.79 / 3.11 eV. As for the relative energy (zero: lowest compared OMol25 entry of this formula, charge and spin): 2.316 eV. The calculation puts the HOMO energy (spin up / spin down) at -1.5 / -1.5 eV.

=====

[2]
A structure of composition C27H35BrN4P2Pb, computed with ωB97M-V/def2-TZVPD.

The geometry in ORCA input format:
```
! RIJCOSX wB97M-V def2-TZVPD def2/J DEFGRID3
* xyz 0 1
Pb 0.840 -0.984 -2.301
C -3.465 2.230 -1.993
C -2.863 2.814 -0.941
C -3.196 2.603 0.505
C -3.584 1.126 0.860
C -2.828 0.020 0.188
C -3.207 -0.554 -0.960
C -4.529 -0.149 -1.584
C -4.693 1.351 -1.910
C 2.756 -2.250 -1.492
H -3.128 2.470 -3.024
H -2.139 3.627 -1.106
H -4.051 3.239 0.828
H -2.333 2.937 1.114
H -3.442 1.021 1.949
H -4.666 1.026 0.679
H -2.107 -0.439 0.869
H -2.666 -1.387 -1.422
H -5.344 -0.405 -0.888
H -4.686 -0.737 -2.498
H -5.171 1.433 -2.893
H -5.401 1.798 -1.200
H 3.559 -2.421 -2.235
H 2.278 -3.223 -1.254
H 3.289 -1.931 -0.566
P 1.185 -1.980 0.958
P 2.337 0.989 -0.086
N -0.011 -3.264 0.678
N 1.659 -2.540 2.514
N 1.464 1.696 -1.518
N 3.076 2.519 0.248
C 0.231 -0.467 1.334
C 0.977 0.883 1.216
C 0.006 -4.161 -0.410
C -1.184 -4.870 -0.391
C -1.970 -4.375 0.708
C -1.247 -3.366 1.322
C 2.457 -3.689 2.683
C 2.782 -3.807 4.024
C 2.202 -2.682 4.708
C 1.564 -1.910 3.754
C 1.838 1.342 -2.845
C 0.692 1.455 -3.671
C -0.311 2.031 -2.866
C 0.145 2.102 -1.564
C 2.583 3.826 0.085
C 3.643 4.721 0.112
C 4.852 3.952 0.306
C 4.472 2.619 0.391
H -0.212 -0.580 2.339
H -0.597 -0.517 0.609
H 0.246 1.668 0.981
H 1.432 1.114 2.198
H 0.873 -4.206 -1.056
H -1.449 -5.631 -1.105
H -2.945 -4.718 1.011
H -1.470 -2.731 2.167
H 2.672 -4.315 1.832
H 3.361 -4.602 4.471
H 2.251 -2.465 5.765
H 1.012 -0.993 3.833
H 2.851 1.600 -3.184
H 0.658 1.194 -4.726
H -1.268 2.420 -3.178
H -0.317 2.575 -0.706
H 1.533 4.005 -0.083
H 3.589 5.801 -0.007
H 5.862 4.347 0.375
H 5.050 1.714 0.482
Br 4.208 0.079 -2.433
*
```

The calculation puts the energy at -4718.195753 a.u. The LUMO energy is -1.58 eV. As for the relative energy (zero: lowest compared OMol25 entry of this formula, charge and spin): 1.735 eV. The calculation puts the HOMO energy at -7.0 eV.

=====

[3]
A structure of composition C27H35BrN4P2Zr, computed with ωB97M-V/def2-TZVPD.

The geometry in ORCA input format:
```
! RIJCOSX wB97M-V def2-TZVPD def2/J DEFGRID3
* xyz 2 1
Zr -0.007 -2.135 -2.602
C -1.207 1.804 -0.909
C -1.283 0.766 -1.790
C -0.959 0.793 -3.267
C 0.401 0.263 -3.722
C 1.599 0.338 -2.733
C 1.680 1.299 -1.786
C 1.008 2.625 -1.951
C -0.160 2.845 -0.960
C 1.091 -1.795 -0.689
H -1.979 1.858 -0.136
H -2.115 0.077 -1.566
H -1.150 1.833 -3.583
H -1.792 0.304 -3.811
H 0.308 -0.773 -4.221
H 0.692 0.825 -4.630
H 2.495 -0.153 -3.095
H 2.163 1.148 -0.795
H 0.650 2.811 -2.995
H 1.758 3.449 -1.747
H 0.209 2.892 0.076
H -0.625 3.844 -1.128
H 1.062 -0.716 -0.354
H 2.173 -1.981 -1.036
H 0.957 -2.463 0.276
P 1.349 -1.055 -7.685
P -1.948 -0.618 -7.572
N 2.762 -0.103 -7.810
N 2.024 -2.308 -8.798
N -2.045 1.175 -7.743
N -3.624 -0.894 -7.969
C 0.378 -0.111 -9.005
C -0.997 -0.760 -9.194
C 3.493 0.293 -6.673
C 4.451 1.195 -7.113
C 4.349 1.301 -8.544
C 3.311 0.482 -8.962
C 2.301 -3.573 -8.247
C 2.675 -4.426 -9.285
C 2.680 -3.660 -10.496
C 2.293 -2.367 -10.169
C -1.587 1.995 -6.695
C -1.788 3.309 -7.067
C -2.234 3.324 -8.412
C -2.359 2.006 -8.829
C -4.496 -0.232 -8.849
C -5.443 -1.151 -9.286
C -5.234 -2.364 -8.556
C -4.163 -2.177 -7.705
H 0.969 -0.077 -9.940
H 0.332 0.910 -8.575
H -1.549 -0.258 -9.999
H -0.940 -1.835 -9.430
H 3.230 -0.108 -5.687
H 5.126 1.725 -6.469
H 4.951 1.900 -9.201
H 2.885 0.311 -9.949
H 2.199 -3.717 -7.167
H 2.908 -5.476 -9.160
H 2.941 -4.020 -11.489
H 2.193 -1.488 -10.802
H -1.109 1.525 -5.820
H -1.648 4.153 -6.407
H -2.451 4.194 -9.020
H -2.654 1.609 -9.809
H -4.396 0.827 -9.055
H -6.175 -0.982 -10.054
H -5.807 -3.275 -8.665
H -3.702 -2.801 -6.927
Br -2.033 -2.531 -1.114
*
```

The calculation puts the energy at -4571.776374 a.u. The LUMO energy is -10.09 eV. As for the relative energy (zero: lowest compared OMol25 entry of this formula, charge and spin): 1.688 eV. The calculation puts the HOMO energy at -12.2 eV.